1.
DFT (ωB97M-V with the def2-TZVPD basis set) results for a molecular structure, C40H37BrINO6OsP2S3 in a non-equilibrium geometry.

The geometry in XYZ format:
```
92
Properties=species:S:1:pos:R:3:lowdin_charge:R:1
Os 0.657 -1.252 -1.081 1.193
C -3.090 3.087 4.023 -0.400
S -4.103 3.134 2.526 0.825
C -2.975 3.955 1.337 -0.456
C -2.537 3.000 0.225 -0.251
C -1.815 1.799 0.835 -0.286
N -1.275 0.802 -0.092 -0.386
P -0.272 0.878 -1.512 0.895
C -1.293 0.857 -3.008 -0.345
C -2.576 1.396 -3.047 -0.067
C -3.235 1.522 -4.257 -0.043
C -2.622 1.109 -5.431 -0.036
C -1.350 0.559 -5.395 -0.036
C -0.678 0.434 -4.190 -0.106
C 0.539 2.492 -1.563 -0.353
C 1.004 3.067 -0.381 -0.171
C 1.627 4.299 -0.408 -0.049
C 1.798 4.962 -1.617 -0.029
C 1.361 4.380 -2.797 -0.033
C 0.738 3.143 -2.779 -0.044
P -1.061 -0.838 0.456 0.906
C -0.515 -0.890 2.194 -0.320
C -1.330 -0.492 3.256 -0.072
C -0.895 -0.659 4.559 -0.044
C 0.335 -1.247 4.819 -0.038
C 1.130 -1.682 3.772 -0.049
C 0.711 -1.500 2.464 -0.102
C -2.736 -1.518 0.525 -0.329
C -2.898 -2.749 1.160 -0.076
C -4.169 -3.259 1.347 -0.045
C -5.275 -2.549 0.897 -0.039
C -5.111 -1.331 0.254 -0.045
C -3.843 -0.817 0.051 -0.069
H -3.681 2.588 4.785 0.038
H -2.872 4.103 4.341 0.041
H -2.174 2.535 3.836 0.012
H -2.123 4.337 1.895 0.082
H -3.534 4.788 0.910 0.079
H -1.886 3.531 -0.473 0.109
H -3.426 2.674 -0.315 0.097
H -2.544 1.253 1.442 0.065
H -1.023 2.169 1.498 0.111
H -3.046 1.725 -2.135 0.077
H -4.221 1.960 -4.286 0.118
H -3.134 1.225 -6.373 0.120
H -0.870 0.237 -6.306 0.123
H 0.314 0.003 -4.173 0.071
H 0.869 2.532 0.546 0.056
H 1.986 4.741 0.507 0.117
H 2.279 5.927 -1.637 0.122
H 1.505 4.887 -3.738 0.122
H 0.401 2.695 -3.702 0.109
H -2.316 -0.090 3.069 0.107
H -1.529 -0.367 5.383 0.119
H 0.652 -1.396 5.840 0.120
H 2.055 -2.198 3.975 0.119
H 1.310 -1.873 1.645 0.050
H -2.025 -3.292 1.497 0.116
H -4.305 -4.208 1.843 0.118
H -6.267 -2.948 1.041 0.119
H -5.974 -0.780 -0.091 0.118
H -3.705 0.118 -0.470 0.086
O 2.167 -4.650 0.538 -0.202
S 1.943 -3.666 -0.470 0.521
O 2.575 -2.361 -0.171 -0.542
O 0.498 -3.344 -0.655 -0.418
C 2.708 -4.231 -1.985 -0.226
C 3.349 -5.458 -1.910 -0.016
C 4.133 -5.903 -2.966 -0.008
C 4.280 -5.112 -4.095 -0.010
C 3.624 -3.895 -4.174 -0.018
C 2.842 -3.449 -3.119 -0.230
S 1.930 -1.945 -3.426 0.522
O 2.225 -1.495 -4.749 -0.213
O 0.516 -2.253 -3.174 -0.328
O 2.294 -0.894 -2.415 -0.599
H 3.229 -6.046 -1.013 0.124
H 4.641 -6.851 -2.893 0.127
H 4.896 -5.440 -4.917 0.127
H 3.702 -3.265 -5.045 0.123
Br 5.148 -1.632 1.865 0.800
C 4.251 -0.208 2.734 -0.717
C 4.458 0.007 4.091 -0.103
C 3.801 1.039 4.735 -0.037
C 2.916 1.849 4.037 -0.053
C 2.716 1.646 2.687 -0.130
C 3.395 0.633 2.017 -0.598
I 3.186 0.391 -0.097 1.431
H 5.153 -0.626 4.622 0.116
H 3.992 1.225 5.779 0.123
H 2.396 2.654 4.532 0.118
H 2.071 2.311 2.139 0.076
```

Properties
HOMO-LUMO gap (spin up / spin down)	4.323 / 3.816	eV
net charge	+2

***

2.
DFT (ωB97M-V with the def2-TZVPD basis set) results for a molecular structure, C40H37N7O3PPbS in a non-equilibrium geometry.

The geometry in XYZ format:
```
90
Properties=species:S:1:pos:R:3:lowdin_charge:R:1
Pb -17.911 -5.551 -17.867 1.374
O -18.413 -6.001 -22.101 0.330
C -18.611 -5.644 -20.908 -0.314
N -18.659 -6.465 -19.828 -0.021
C -18.649 -7.854 -19.902 -0.392
O -18.410 -8.543 -20.905 0.155
C -19.019 -8.521 -18.596 -0.243
C -19.149 -9.935 -18.664 0.054
C -19.178 -10.656 -17.469 0.021
C -19.350 -9.931 -16.266 0.012
C -19.275 -8.529 -16.324 -0.112
N -19.129 -7.841 -17.465 -0.003
C -18.826 -4.188 -20.629 -0.212
C -18.984 -3.313 -21.742 0.057
C -19.299 -1.986 -21.504 0.013
C -19.477 -1.524 -20.195 0.022
C -19.295 -2.441 -19.158 -0.071
N -19.009 -3.749 -19.388 -0.021
H -19.117 -10.379 -19.658 0.136
H -19.032 -11.737 -17.443 0.135
H -19.427 -10.395 -15.294 0.122
H -19.398 -7.932 -15.435 0.105
H -18.951 -3.738 -22.748 0.142
H -19.322 -1.284 -22.332 0.139
H -19.630 -0.474 -19.966 0.134
H -19.369 -2.131 -18.135 0.115
N -17.720 -5.061 -13.916 -0.022
P -16.532 -5.744 -14.986 1.019
C -15.540 -6.706 -13.844 -0.371
C -15.071 -6.152 -12.646 -0.086
C -14.421 -6.964 -11.731 -0.043
C -14.234 -8.337 -11.969 -0.017
C -14.734 -8.892 -13.164 -0.051
C -15.373 -8.079 -14.091 -0.110
C -15.479 -4.328 -15.371 -0.382
C -15.526 -3.047 -14.764 -0.059
C -14.707 -2.021 -15.269 -0.036
C -13.890 -2.205 -16.393 -0.022
C -13.770 -3.494 -16.889 -0.055
C -14.555 -4.539 -16.409 -0.122
C -18.984 -4.693 -14.278 -0.345
C -19.898 -4.276 -13.256 0.054
C -21.188 -3.951 -13.641 0.009
C -21.539 -4.064 -15.011 0.005
C -20.599 -4.496 -15.944 -0.113
N -19.323 -4.793 -15.591 -0.001
H -17.603 -5.084 -12.919 0.121
H -15.138 -5.088 -12.465 0.108
H -14.044 -6.505 -10.814 0.126
H -13.639 -8.942 -11.305 0.119
H -14.606 -9.941 -13.355 0.112
H -15.746 -8.517 -15.031 0.062
H -16.146 -2.809 -13.916 0.102
H -14.728 -1.082 -14.768 0.111
H -13.274 -1.409 -16.793 0.126
H -13.092 -3.739 -17.686 0.115
H -14.456 -5.557 -16.843 0.074
H -19.554 -4.145 -12.243 0.131
H -21.894 -3.585 -12.917 0.130
H -22.548 -3.771 -15.351 0.138
H -20.801 -4.540 -17.016 0.107
C -15.092 -10.074 -22.008 -0.093
C -14.502 -8.672 -22.196 -0.235
C -14.433 -7.933 -20.893 -0.230
N -13.696 -8.595 -19.818 0.066
C -14.062 -8.530 -18.516 -0.722
S -15.575 -8.060 -17.933 0.611
N -13.123 -9.009 -17.637 0.102
C -11.921 -9.635 -17.917 -0.310
O -11.585 -9.895 -19.095 0.073
C -11.154 -10.077 -16.707 -0.144
C -10.300 -11.162 -16.865 -0.011
C -9.727 -11.767 -15.779 -0.042
C -9.901 -11.244 -14.485 -0.031
C -10.648 -10.066 -14.343 -0.063
C -11.280 -9.504 -15.446 -0.050
H -15.474 -10.524 -22.964 0.096
H -15.951 -10.062 -21.318 0.059
H -14.362 -10.777 -21.550 0.084
H -15.117 -8.049 -22.867 0.117
H -13.495 -8.679 -22.656 0.124
H -15.442 -7.805 -20.520 0.051
H -14.024 -6.926 -21.017 0.129
H -12.742 -8.995 -19.961 0.128
H -13.361 -8.918 -16.661 0.104
H -10.165 -11.519 -17.871 0.125
H -9.068 -12.632 -15.931 0.128
H -9.415 -11.722 -13.641 0.117
H -10.748 -9.611 -13.365 0.106
H -11.875 -8.618 -15.276 0.101
```

Properties
HOMO-LUMO gap (spin up / spin down)	3.279 / 3.205	eV
relative energy (zero: lowest compared OMol25 entry of this formula, charge and spin)	0.0	kJ/mol
net charge	+3

***

3.
DFT (ωB97M-V with the def2-TZVPD basis set) results for a molecular structure, C40H38BrMoN4O5Te.

The geometry in XYZ format:
```
90
Properties=species:S:1:pos:R:3:lowdin_charge:R:1
Mo -0.185 -0.532 2.023 1.616
C 1.481 -3.491 5.650 -0.020
C 1.669 -2.575 4.473 -0.268
C 1.490 -3.017 3.171 -0.027
C 1.736 -2.178 2.074 -0.146
C 2.175 -0.860 2.276 -0.212
C 2.247 -0.381 3.595 -0.076
C 2.026 -1.237 4.663 -0.030
H 0.933 -4.391 5.376 0.088
H 0.951 -2.989 6.460 0.084
H 2.450 -3.803 6.042 0.100
H 1.184 -4.040 2.990 0.134
H 1.682 -2.587 1.070 0.112
H 2.543 -0.264 1.454 0.081
H 2.563 0.639 3.775 0.124
H 2.140 -0.861 5.674 0.134
O -5.724 -1.708 0.329 0.158
C -5.678 -0.463 0.776 -0.486
O -6.614 0.284 0.763 0.148
C -4.352 0.034 1.264 -0.022
C -4.159 1.308 1.759 0.052
N -2.858 1.420 2.079 0.078
N -2.192 0.296 1.808 -0.040
C -3.085 -0.553 1.314 -0.134
C -2.547 -1.886 0.934 -0.520
O -3.245 -2.776 0.508 0.128
O -1.238 -1.962 1.100 -0.223
H -4.873 -2.179 0.408 0.066
H -4.867 2.109 1.891 0.157
H -2.367 2.229 2.431 0.177
C -1.796 1.621 -7.024 -0.022
C -1.238 1.151 -5.711 -0.224
C -1.949 0.269 -4.903 0.012
C -1.440 -0.186 -3.698 -0.308
C -2.265 -1.143 -2.868 -0.074
C -0.175 0.284 -3.297 -0.352
Te 0.604 -0.809 -1.684 1.925
N 0.268 0.165 0.015 -0.344
C 0.374 1.422 0.418 -0.547
O 0.321 1.484 1.709 -0.155
C 0.434 2.658 -0.369 -0.186
C 1.356 3.642 -0.012 -0.016
C 1.416 4.819 -0.738 -0.043
C 0.534 5.031 -1.793 -0.043
C -0.406 4.065 -2.125 -0.051
C -0.453 2.873 -1.421 -0.039
C 2.681 -0.534 -1.841 -0.399
C 3.359 0.321 -0.980 -0.141
C 4.732 0.437 -1.076 -0.046
C 5.413 -0.302 -2.038 -0.032
C 4.723 -1.139 -2.896 -0.015
C 3.336 -1.278 -2.820 -0.309
C 2.619 -2.159 -3.812 -0.048
C 0.547 1.221 -4.053 -0.277
C 1.850 1.854 -3.635 -0.030
C -0.009 1.621 -5.259 0.008
H -2.700 1.081 -7.293 0.085
H -1.064 1.490 -7.821 0.094
H -2.036 2.684 -6.977 0.096
H -2.926 -0.073 -5.220 0.131
H -3.307 -1.117 -3.181 0.097
H -2.253 -0.891 -1.803 0.045
H -1.924 -2.176 -2.975 0.093
H 2.021 3.474 0.826 0.125
H 2.140 5.577 -0.474 0.118
H 0.575 5.958 -2.348 0.119
H -1.106 4.241 -2.930 0.120
H -1.194 2.123 -1.671 0.114
H 2.816 0.929 -0.268 0.080
H 5.269 1.105 -0.416 0.119
H 6.488 -0.219 -2.121 0.122
H 5.261 -1.704 -3.646 0.130
H 3.230 -3.019 -4.078 0.097
H 2.405 -1.608 -4.730 0.100
H 1.670 -2.551 -3.435 0.041
H 1.986 1.859 -2.559 0.048
H 1.864 2.892 -3.964 0.095
H 2.705 1.351 -4.092 0.100
H 0.535 2.341 -5.860 0.137
Br -2.964 -1.938 8.145 0.872
C -2.167 -1.560 6.500 -0.681
C -2.179 -2.500 5.482 -0.071
C -1.574 -2.182 4.284 -0.107
N -0.966 -1.005 4.065 -0.086
C -0.966 -0.102 5.058 -0.119
C -1.554 -0.335 6.283 -0.075
H -2.651 -3.463 5.615 0.123
H -1.568 -2.893 3.467 0.120
H -0.461 0.835 4.860 0.121
H -1.529 0.422 7.055 0.119
```

Properties
HOMO-LUMO gap (spin up / spin down)	7.267 / 6.864	eV
<S²>	0.76
2S+1	2
relative energy (zero: lowest compared OMol25 entry of this formula, charge and spin)	0.0	kJ/mol
net charge	+2